The following is a quantum chemistry calculation of a molecular structure, C22H24NO4SSn in a non-equilibrium geometry, from the OMol25 dataset.

Calculated values
- Highest occupied orbital energy: -1.45 eV
- Kohn-Sham gap: 3.71 eV
- Total charge: -1

Structure (XYZ):
```
53
Properties=species:S:1:pos:R:3:forces:R:3
Sn 0.000000 0.000000 0.000000 1.22 0.42 -1.41
C 0.759629 1.593310 1.555135 -0.41 2.03 1.24
C 0.583171 2.319220 0.355728 -0.17 1.23 0.63
C -0.781673 2.318612 0.041662 -0.58 1.73 0.63
H 1.373179 2.735820 -0.241093 0.14 0.00 -0.13
C -1.468739 1.585390 1.028511 -0.49 1.62 0.71
C -0.513585 1.165235 1.981829 0.08 1.58 1.07
H -0.719286 0.609369 2.878627 0.05 -0.18 0.02
H 1.699666 1.401520 2.042669 -0.26 0.01 0.04
H -1.221033 2.757187 -0.837217 -0.05 0.01 -0.17
H -2.528654 1.397531 1.063692 -0.11 -0.12 -0.04
C 0.873383 -2.216298 0.375511 -0.46 -1.87 0.06
C 0.274090 -1.802587 1.572711 -0.59 -1.21 0.74
C -1.110160 -1.636248 1.332068 -0.41 -1.85 0.37
H 0.783749 -1.619808 2.503636 -0.10 0.01 -0.09
C -1.359372 -1.929593 -0.018530 -0.64 -2.15 0.33
C -0.123384 -2.280569 -0.615081 -0.22 -2.03 0.13
H 0.045661 -2.503851 -1.652985 -0.02 0.01 -0.18
H 1.924778 -2.366714 0.214918 -0.05 -0.15 -0.04
H -1.848718 -1.329120 2.051580 -0.04 0.13 0.06
H -2.324135 -1.915973 -0.493568 -0.11 0.14 -0.14
O -0.699981 0.302543 -2.094022 -1.40 0.45 -3.34
C -1.956560 0.253759 -2.892052 0.32 0.15 -0.28
C -1.331239 1.225015 -3.905215 -0.09 -0.02 -0.12
C -3.137346 0.763277 -2.111954 -0.06 0.06 0.05
C -2.169424 -1.135967 -3.441875 -0.13 -0.11 -0.14
C -0.028099 1.076155 -3.132506 -0.06 -0.12 0.31
H -1.758107 2.223573 -3.866396 -0.02 0.11 0.01
H -1.318606 0.876408 -4.933971 -0.01 -0.03 -0.13
H 0.749451 0.482900 -3.602735 0.09 -0.10 -0.19
H 0.414554 1.979471 -2.725758 0.04 0.14 0.15
H -4.009830 0.817705 -2.762218 -0.13 -0.03 -0.13
H -2.951903 1.754446 -1.708646 0.06 0.08 0.04
H -3.372083 0.098190 -1.284410 0.02 -0.08 0.11
H -2.702275 -1.076899 -4.390632 -0.13 -0.02 -0.10
H -2.755195 -1.751740 -2.765612 0.02 -0.11 0.14
H -1.217059 -1.631163 -3.617151 0.09 0.01 -0.03
O 2.978024 -2.079435 3.931302 4.50 0.80 -0.54
S 3.904850 -0.989155 3.371942 -10.38 3.26 0.15
O 3.714381 0.309734 4.174107 3.32 -3.10 -0.95
N 2.704623 -0.494109 2.192380 0.46 0.15 0.06
C 3.035922 -0.387817 0.953745 -3.35 1.16 -1.92
O 2.120524 -0.003852 -0.043809 7.29 -1.09 2.74
C 4.427585 -0.817054 0.765458 0.34 -0.11 -0.82
C 5.168216 -0.944776 -0.408322 0.86 -0.41 0.65
C 6.485332 -1.444422 -0.324368 -0.56 0.09 0.88
C 7.038770 -1.805032 0.919265 -0.39 0.22 -0.47
C 6.285655 -1.670076 2.083759 -0.16 0.09 -0.10
C 4.987430 -1.179482 1.986179 2.86 -0.95 0.57
H 4.736706 -0.685975 -1.362452 -0.19 0.08 0.01
H 7.076073 -1.565529 -1.218333 0.05 0.01 -0.14
H 8.047370 -2.193029 0.983007 -0.01 0.02 -0.08
H 6.694826 -1.949775 3.052233 -0.03 0.04 -0.19
```
Positions in Å, forces in eV/Å.

The following is a quantum chemistry calculation of a molecular structure, CH4NO3Sn in a non-equilibrium geometry, from the OMol25 dataset.

Calculated values
- Highest occupied orbital energy: -13.38 eV
- Kohn-Sham gap: 6.02 eV
- Total charge: +1

Structure (XYZ):
```
10
Properties=species:S:1:pos:R:3:forces:R:3
Sn 5.738697 18.506974 12.936703 -3.50 -1.45 1.99
O 3.919961 17.536537 14.866632 2.52 0.91 -1.44
H 2.995782 17.311002 15.089228 0.30 0.40 -0.93
C 2.211811 16.130155 10.084350 -0.76 0.19 0.33
N 2.606873 17.562630 10.280841 1.18 -0.41 -1.19
O 2.180633 18.382322 9.506412 0.30 -0.31 1.17
O 3.453363 17.756612 11.171414 -0.06 0.53 0.07
H 2.968865 15.445947 10.467547 0.00 0.41 -0.10
H 1.962470 15.982285 9.033608 0.10 0.10 0.21
H 1.313730 16.064036 10.698500 -0.09 -0.36 -0.11
```
Positions in Å, forces in eV/Å.

The following is a quantum chemistry calculation of C21H20FN3O3S in the gas phase, from the OMol25 dataset.

Calculated values
- Highest occupied orbital energy: -8.60 eV
- Kohn-Sham gap: 9.04 eV
- SMILES: O=C(c1cccc(-n2cccc2)c1)N1CCN(S(=O)(=O)c2ccc(F)cc2)CC1

Structure (XYZ):
```
49
Properties=species:S:1:pos:R:3:forces:R:3
O 1.867604 3.435321 -0.480729 0.22 0.11 -0.18
C 1.465505 2.468850 0.134935 -0.03 -0.01 0.19
C 2.409355 1.459716 0.719339 0.41 0.01 0.04
C 2.862531 1.599348 2.025593 -0.11 0.03 -0.12
C 3.791100 0.702646 2.525351 -0.09 0.02 -0.01
C 4.272275 -0.324355 1.735524 0.02 -0.12 -0.18
C 3.823965 -0.470413 0.423581 -0.31 0.61 0.50
N 4.304516 -1.504996 -0.378211 0.12 -0.25 -0.19
C 4.455313 -1.463385 -1.737312 0.05 0.10 -0.45
C 4.956500 -2.659269 -2.158986 -0.08 0.07 -0.09
C 5.107033 -3.474814 -1.015322 0.06 -0.03 0.12
C 4.708210 -2.736886 0.059676 0.09 -0.39 0.23
C 2.887640 0.431526 -0.078033 0.06 -0.07 0.06
N 0.147201 2.254016 0.376474 -0.15 0.07 0.03
C -0.408449 1.048097 0.937030 -0.21 -0.45 -0.04
C -1.151206 0.264837 -0.151767 0.36 -0.31 0.41
N -2.150867 1.123918 -0.748690 -0.76 -0.37 -0.50
S -3.194396 0.281714 -1.773027 -0.02 -0.06 0.58
O -2.481856 -0.719917 -2.513584 0.03 -0.15 0.18
O -3.966386 1.251741 -2.486194 -0.08 0.27 0.11
C -4.237299 -0.519721 -0.557820 0.47 0.19 -0.48
C -5.052624 0.275800 0.225353 -0.13 -0.02 0.09
C -5.868524 -0.312435 1.175236 0.01 -0.09 -0.01
C -5.839878 -1.692386 1.307787 0.15 0.00 -0.14
F -6.628073 -2.269323 2.230455 0.06 0.05 -0.07
C -5.029192 -2.497662 0.524555 -0.17 0.09 0.15
C -4.217656 -1.894698 -0.421816 0.06 0.01 -0.08
C -1.567295 2.315026 -1.341169 0.00 0.51 -0.22
C -0.845043 3.102751 -0.249616 -0.05 0.13 -0.33
H 2.494855 2.408668 2.637460 -0.03 0.09 0.08
H 4.152467 0.811312 3.536835 0.04 0.00 0.08
H 5.015060 -1.002185 2.126297 0.08 -0.06 0.01
H 4.237062 -0.576194 -2.297033 -0.05 0.18 -0.04
H 5.191514 -2.929087 -3.169361 0.03 0.02 -0.20
H 5.468066 -4.483984 -0.994948 0.04 -0.18 0.07
H 4.644865 -3.010963 1.093829 -0.04 0.01 0.17
H 2.525826 0.328261 -1.089700 -0.04 -0.04 -0.12
H 0.383386 0.435297 1.368435 -0.16 0.04 -0.02
H -1.120825 1.325099 1.722369 0.07 -0.07 0.01
H -1.663628 -0.597329 0.278813 0.15 -0.05 0.09
H -0.440724 -0.093278 -0.910638 -0.01 -0.01 0.09
H -5.043434 1.342189 0.070790 -0.07 0.17 0.08
H -6.521719 0.271966 1.803430 -0.06 0.05 0.06
H -5.044722 -3.567501 0.658546 -0.01 -0.09 0.02
H -3.572764 -2.471904 -1.065438 0.06 -0.13 -0.03
H -2.382154 2.890693 -1.778551 0.16 0.12 -0.01
H -0.853842 2.048073 -2.133813 0.00 0.08 0.03
H -0.328352 3.964212 -0.675284 -0.14 -0.09 0.06
H -1.560955 3.431585 0.509369 0.00 0.02 -0.05
```
Positions in Å, forces in eV/Å.

The following is a quantum chemistry calculation of C6H3Cl in the gas phase in a non-equilibrium geometry, from the OMol25 dataset.

Calculated values
- Highest occupied orbital energy: -9.02 eV
- Kohn-Sham gap: 9.00 eV
- SMILES: C#C/C=C(\Cl)C#C

Structure (XYZ):
```
10
Properties=species:S:1:pos:R:3:forces:R:3
C -0.986354 -2.280514 -1.761819 -0.23 -0.75 -0.33
C -0.634036 -1.259041 -1.236073 -0.11 -0.31 -0.19
C -0.224855 -0.040312 -0.647661 0.10 0.48 0.20
C 0.222097 0.090960 0.608404 0.19 0.31 0.07
Cl 0.367353 -1.258971 1.677774 -0.03 -0.02 -0.02
C 0.634089 1.352005 1.159037 0.06 0.51 0.18
C 0.960897 2.415841 1.627359 -0.65 -2.17 -0.94
H -1.300674 -3.219390 -2.221300 0.30 0.92 0.43
H -0.272525 0.875852 -1.235873 -0.03 -0.26 0.03
H 1.234008 3.323571 2.030152 0.41 1.29 0.57
```
Positions in Å, forces in eV/Å.

The following is a quantum chemistry calculation of 2 unconnected molecules or ions with the total composition C6H15NSSi in a non-equilibrium geometry, from the OMol25 dataset.

Calculated values
- Highest occupied orbital energy: -9.45 eV
- Kohn-Sham gap: 10.02 eV
- SMILES: C[Si](C)(C)S.CCC#N

Structure (XYZ):
```
24
Properties=species:S:1:pos:R:3:forces:R:3
C -1.340298 0.115226 1.894722 -0.84 -1.42 -0.02
Si -1.979083 -0.065201 0.072698 -0.17 -0.27 2.71
C -3.340704 -1.364210 -0.120647 -0.38 1.10 -1.42
C -2.653606 1.652962 -0.239560 0.67 -2.18 1.01
S -0.261362 -0.752587 -1.079722 -0.60 -0.07 0.28
H -2.026226 0.624765 2.647758 0.69 -0.88 -1.04
H -1.108191 -0.958026 2.177776 -0.42 1.11 0.22
H -0.384435 0.603150 1.927809 0.48 0.48 -0.12
H -3.189089 -2.344537 0.321252 -0.27 0.22 0.73
H -4.368037 -0.855937 0.006971 1.48 -1.25 -0.04
H -3.177213 -1.621453 -1.195229 -0.66 0.36 0.35
H -3.329355 1.866429 0.553697 -0.40 0.21 0.88
H -1.888362 2.342485 -0.291225 1.74 1.64 0.27
H -3.168220 1.736966 -1.103300 -1.87 0.23 -3.04
H -0.495383 0.448358 -1.564544 0.50 0.73 -0.80
C 4.339454 -0.141398 -1.168591 0.65 1.20 -0.06
C 3.291330 -0.609564 -0.177023 -1.05 -0.85 -0.58
C 2.627895 0.419634 0.591228 1.09 1.59 0.05
N 2.458117 1.405248 1.160434 -0.69 -0.26 0.14
H 4.941498 0.711893 -0.620723 -0.80 -1.76 -1.73
H 4.930320 -1.018397 -1.521212 0.06 0.72 0.81
H 3.851716 0.152808 -2.120405 0.32 0.66 0.73
H 3.792227 -1.217709 0.549468 -0.05 -0.82 0.38
H 2.476996 -1.130896 -0.701627 0.51 -0.46 0.29
```
Positions in Å, forces in eV/Å.